Entry 1:
# C28H55FeO2Si4

A structure of composition C28H55FeO2Si4 in a non-equilibrium geometry (ωB97M-V with the def2-TZVPD basis set, OMol25).

Geometry as ORCA input:
```
! wB97M-V def2-TZVPD RIJCOSX def2/J DEFGRID3
* xyz -1 5
O -0.1083 -0.6231 -6.8517
C -0.2305 0.6779 -7.5311
C -0.3634 0.1151 -8.9326
H 0.6796 1.2850 -7.4165
H -1.1310 1.2053 -7.1855
C -0.2347 -1.2338 -8.1744
H 0.4790 0.3669 -9.5867
H -1.3347 0.3223 -9.3920
C 1.0158 -1.9904 -8.5924
H 1.9025 -1.3421 -8.5708
H 0.8932 -2.3250 -9.6330
H 1.1475 -2.8739 -7.9529
C -1.4809 -2.0955 -8.2507
H -2.3695 -1.5122 -7.9676
H -1.3494 -2.9610 -7.5854
H -1.6092 -2.4506 -9.2833
Fe -0.6343 -1.0300 1.5112
C -2.8408 -1.3265 1.5369
C -2.5560 0.0895 1.6995
C -2.2367 0.6181 0.4002
H -2.7625 0.6745 2.5897
C -2.3739 -0.4295 -0.5485
C -2.7383 -1.6205 0.1378
H -2.9747 -2.5792 -0.3127
H -3.2416 -1.9758 2.3094
H -1.9843 1.6550 0.1787
H -2.2782 -0.3237 -1.6275
C 0.7727 -2.7099 1.8921
C -0.3142 -3.2691 1.1263
C -0.1526 -2.8478 -0.2320
H -1.0030 -4.0166 1.5149
C 0.9927 -2.0084 -0.3169
C 1.5701 -1.9107 0.9819
H 2.4969 -1.3943 1.2105
H 1.0241 -2.9626 2.9228
H -0.7581 -3.1803 -1.0725
H 1.3887 -1.5526 -1.2243
O 0.7769 -0.2719 -3.2260
C -0.4242 -0.9452 -3.6918
C -1.3932 0.1178 -4.2343
H -0.8394 -1.4915 -2.8170
H -0.1916 -1.6946 -4.4666
C -0.4908 1.3574 -4.3993
H -2.1351 0.3480 -3.4450
H -1.8857 -0.2628 -5.1314
C 0.4045 1.1378 -3.1836
H -1.0215 2.3142 -4.4312
H 0.0806 1.2079 -5.3159
H -0.2069 1.3077 -2.2719
H 1.2969 1.7674 -3.1171
C -2.5658 -0.3009 5.1425
Si -0.6933 -0.1948 5.3258
C -0.2878 1.0707 6.6670
C -0.0249 -1.8987 5.7760
Si 0.3632 0.3436 3.2914
Si 0.0106 2.6455 2.9415
C 1.0269 3.7618 4.0812
C 0.4940 2.9522 1.1473
C -1.7940 3.1335 3.1842
Si 2.6846 0.3061 3.8470
C 3.1344 1.2067 5.4518
C 3.3848 -1.4408 3.9982
C 3.5671 1.1558 2.4100
H -2.9950 -0.5738 6.1181
H -2.8680 -1.0720 4.4215
H -3.0130 0.6536 4.8391
H -0.8855 0.8161 7.5553
H 0.7684 1.0614 6.9610
H -0.5523 2.0939 6.3679
H -0.1620 -2.6191 4.9575
H 1.0381 -1.8788 6.0494
H -0.5958 -2.2613 6.6442
H 2.1080 3.6697 3.9156
H 0.7472 4.8056 3.8696
H 0.8196 3.5724 5.1429
H 0.0432 2.2269 0.4556
H 0.1370 3.9558 0.8713
H 1.5804 2.9209 0.9989
H -2.4414 2.7581 2.3824
H -2.1967 2.7950 4.1475
H -1.8462 4.2325 3.1632
H 2.7750 0.6617 6.3346
H 4.2321 1.2553 5.5241
H 2.7525 2.2342 5.4972
H 3.3436 -2.0049 3.0579
H 4.4445 -1.3364 4.2810
H 2.8841 -2.0308 4.7759
H 3.2902 0.7213 1.4390
H 3.3705 2.2354 2.3709
H 4.6490 1.0097 2.5547
*
```

Values from the calculation:
HOMO (alpha / beta)	-2.711 / -3.991	eV
energy above the lowest of the compared OMol25 structures with the same formula, charge and spin	0.00	kJ/mol
electronic energy	-3672.05893	Ha
strongest force on any atom	0.0397	hartree/bohr


Entry 2:
# C42H39F6N4

A cluster of 2 separate species, C42H39F6N4 in total in a non-equilibrium geometry (ωB97M-V with the def2-TZVPD basis set, OMol25).

Geometry as ORCA input:
```
! wB97M-V def2-TZVPD RIJCOSX def2/J DEFGRID3
* xyz 1 1
C -2.0734 -0.7745 4.4001
C -2.8217 0.4973 4.2248
C -2.1679 1.7376 4.0792
N -0.7516 1.7740 3.9754
C 0.0077 0.9040 3.2118
N 1.2817 1.2989 3.4199
C 2.4726 0.6811 2.8848
C 1.3467 2.4138 4.2565
C 0.0869 2.7073 4.6038
C -2.9188 2.9297 4.0435
C -2.3073 4.2797 3.8688
C -4.3149 2.8538 4.1384
C -4.9804 1.6316 4.2449
C -6.4785 1.5891 4.3067
C -4.2187 0.4619 4.2917
H -2.7481 -1.6145 4.1952
H -1.2242 -0.8309 3.7088
H -1.6930 -0.8994 5.4248
H 2.2225 0.0443 2.0311
H 3.1671 1.4669 2.5638
H 2.9839 0.0664 3.6435
H 2.2810 2.8700 4.5239
H -0.2843 3.4794 5.2457
H -3.1071 4.9848 3.6153
H -1.8546 4.6547 4.7960
H -1.5648 4.3229 3.0649
H -4.8938 3.7806 4.1138
H -6.8257 0.5640 4.4628
H -6.8599 2.2115 5.1254
H -6.9273 1.9646 3.3778
H -4.7174 -0.5039 4.3946
F 4.9558 4.5018 -4.2106
C 3.6206 4.3749 -3.9934
F 3.4323 4.1289 -2.6546
F 3.0320 5.5960 -4.2437
C 2.9586 3.3122 -4.8198
N 1.5520 3.2152 -4.4071
C 0.6012 3.6680 -5.3595
C 0.2750 2.8430 -6.4518
C -0.4875 3.3457 -7.5024
C -0.9157 4.6787 -7.4794
C -0.5782 5.5061 -6.4039
C 0.1603 5.0015 -5.3352
C 1.2034 2.4902 -3.2915
C -0.0009 2.7905 -2.6120
C -0.2840 2.1943 -1.3991
C 0.5228 1.1355 -0.8965
C 0.1554 0.3935 0.2742
C 0.2993 -1.0150 0.3228
C 0.3420 -1.6695 1.5792
C 0.5149 -3.0236 1.6989
C 0.6669 -3.8215 0.5389
N 0.9722 -5.1508 0.6209
C 1.4258 -5.7473 1.8811
C 2.8964 -5.4926 2.0311
F 3.4170 -5.9099 3.2146
F 3.5826 -6.1290 1.0189
F 3.1795 -4.1548 1.8955
C 0.7381 -6.0550 -0.4460
C 1.7429 -6.2834 -1.4004
C 1.6201 -7.3491 -2.2850
C 0.4670 -8.1429 -2.2712
C -0.5632 -7.8770 -1.3587
C -0.4250 -6.8444 -0.4397
C 0.5353 -3.2152 -0.7341
C 0.3806 -1.8521 -0.8438
C 1.7054 0.8105 -1.6251
C 2.0476 1.4790 -2.7804
H 2.9718 3.6389 -5.8626
H 3.4894 2.3673 -4.6755
H 0.6438 1.8161 -6.4443
H -0.7377 2.6956 -8.3410
H -1.5127 5.0741 -8.3050
H -0.8826 6.5528 -6.3918
H 0.4349 5.6228 -4.4831
H -0.6731 3.5323 -3.0484
H -1.1712 2.4824 -0.8340
H -0.3666 0.8893 1.0908
H 0.2752 -1.0284 2.4666
H 0.5242 -3.4847 2.6856
H 0.8974 -5.3256 2.7388
H 1.2820 -6.8275 1.7964
H 2.6159 -5.6280 -1.4021
H 2.4344 -7.5570 -2.9820
H 0.3709 -8.9720 -2.9739
H -1.4717 -8.4830 -1.3513
H -1.1973 -6.6128 0.2984
H 0.5909 -3.8424 -1.6262
H 0.3024 -1.4104 -1.8385
H 2.3678 0.0234 -1.2595
H 2.9470 1.1978 -3.3264
*
```

Values from the calculation:
HOMO	-10.365	eV
electronic energy	-2441.83674	Ha
strongest force on any atom	0.0378	hartree/bohr


Which value of electronic energy does entry 1 give? -3672.05893 Ha


The highest electronic energy belongs to which entry? C42H39F6N4


Among the records above, which one has the lowest strongest force on any atom? C42H39F6N4


What is the strongest force on any atom in the second record? 0.0378 hartree/bohr